[1]
Computed, not measured: 12 unconnected molecules or ions with the total composition C41H69N5O16, with ωB97M-V/def2-TZVPD.

For the strongest force on any atom, the calculation gives 0.054 hartree/bohr. For the HOMO-LUMO gap, the calculation gives 8.81 eV. Its SMILES is C[N+](=O)[O-].C[N+](=O)[O-].C[N+](=O)[O-].C[N+](=O)[O-].C[N+](=O)[O-].c1ccccc1.c1ccccc1.c1ccccc1.c1ccccc1.COCCOC.COCCOC.COCCOC.

The geometry in ORCA input format:
```
! wB97M-V def2-TZVPD RIJCOSX def2/J DEFGRID3
* xyz 0 1
C 2.816 -2.780 -2.543
N 3.058 -3.825 -1.498
O 2.577 -3.557 -0.417
O 3.661 -4.827 -1.797
H 3.789 -2.458 -2.909
H 2.282 -1.951 -2.100
H 2.281 -3.288 -3.341
C -2.439 -5.167 -3.583
N -1.890 -4.088 -4.444
O -2.300 -4.003 -5.587
O -1.046 -3.347 -3.967
H -1.893 -6.061 -3.882
H -3.504 -5.264 -3.748
H -2.153 -4.918 -2.568
C -2.977 -1.124 3.988
N -4.430 -0.887 4.232
O -4.850 -1.123 5.347
O -5.114 -0.564 3.284
H -2.636 -0.302 3.367
H -2.787 -2.033 3.419
H -2.525 -1.267 4.963
C 2.270 -7.279 -1.812
N 0.814 -7.098 -2.122
O 0.160 -8.033 -2.504
O 0.368 -5.981 -1.935
H 2.361 -7.005 -0.765
H 2.795 -6.584 -2.455
H 2.464 -8.336 -1.949
C -1.262 -6.506 1.012
N 0.184 -6.723 1.304
O 0.698 -7.735 0.889
O 0.776 -5.842 1.873
H -1.310 -6.196 -0.028
H -1.642 -5.795 1.733
H -1.705 -7.490 1.149
C 1.217 -1.766 -6.032
C 2.269 -0.926 -6.386
C 2.423 0.264 -5.679
C 1.575 0.575 -4.630
C 0.585 -0.317 -4.217
C 0.407 -1.478 -4.950
H 1.159 -2.698 -6.583
H 2.860 -1.172 -7.257
H 3.112 1.017 -6.042
H 1.634 1.582 -4.232
H -0.183 -0.020 -3.516
H -0.365 -2.161 -4.611
C 0.023 -2.620 0.735
C -0.344 -2.897 -0.580
C -1.142 -2.025 -1.292
C -1.513 -0.796 -0.734
C -1.094 -0.486 0.546
C -0.331 -1.396 1.285
H 0.693 -3.307 1.229
H -0.020 -3.835 -1.015
H -1.478 -2.257 -2.295
H -2.191 -0.137 -1.263
H -1.336 0.444 1.048
H 0.093 -1.060 2.224
C -3.530 4.171 -2.709
C -2.892 2.948 -2.747
C -1.724 2.749 -3.453
C -1.155 3.827 -4.113
C -1.809 5.043 -4.113
C -2.999 5.246 -3.426
H -4.411 4.359 -2.109
H -3.277 2.108 -2.175
H -1.256 1.776 -3.504
H -0.228 3.691 -4.657
H -1.437 5.896 -4.671
H -3.433 6.234 -3.368
C 4.032 0.577 0.817
C 3.086 0.017 1.668
C 3.285 0.120 3.042
C 4.328 0.880 3.534
C 5.203 1.558 2.676
C 5.105 1.307 1.309
H 3.924 0.516 -0.260
H 2.278 -0.571 1.255
H 2.471 -0.266 3.646
H 4.531 0.979 4.594
H 5.969 2.156 3.148
H 5.767 1.781 0.595
C -0.097 -3.629 3.941
O -0.156 -2.340 4.515
C 0.671 -2.108 5.630
C 0.311 -0.780 6.235
O -1.053 -0.734 6.591
C -1.482 0.550 6.961
H -0.920 -3.771 3.248
H -0.121 -4.323 4.794
H 0.853 -3.817 3.433
H 1.727 -2.093 5.326
H 0.603 -2.973 6.303
H 0.507 0.006 5.494
H 0.893 -0.606 7.149
H -0.882 0.910 7.808
H -2.523 0.493 7.267
H -1.360 1.284 6.156
C -3.221 2.786 1.346
O -2.891 4.161 1.443
C -4.001 4.975 1.150
C -3.610 6.439 0.953
O -2.862 6.698 -0.232
C -1.547 6.195 -0.250
H -2.275 2.252 1.268
H -3.777 2.598 0.421
H -3.835 2.454 2.188
H -4.742 4.935 1.957
H -4.453 4.671 0.200
H -3.031 6.758 1.830
H -4.490 7.077 0.916
H -0.946 6.667 -1.033
H -1.490 5.119 -0.375
H -0.985 6.514 0.639
C 2.799 6.720 -0.811
O 3.813 5.839 -0.401
C 3.360 4.863 0.505
C 2.499 3.750 -0.092
O 1.165 4.128 -0.319
C 0.337 3.012 -0.591
H 2.000 6.168 -1.321
H 3.174 7.466 -1.511
H 2.359 7.254 0.042
H 2.817 5.368 1.311
H 4.227 4.350 0.919
H 2.516 2.939 0.650
H 3.002 3.373 -0.995
H 0.548 2.645 -1.602
H -0.698 3.347 -0.546
H 0.490 2.220 0.150
*
```

Mulliken population analysis, charges in e, atoms 1 to 99:
1 C -0.753
2 N 1.014
3 O -0.467
4 O -0.683
5 H 0.394
6 H 0.156
7 H 0.289
8 C -0.646
9 N 0.756
10 O -0.564
11 O -0.365
12 H 0.270
13 H 0.339
14 H 0.133
15 C -0.315
16 N 1.052
17 O -0.598
18 O -0.607
19 H -0.044
20 H 0.163
21 H 0.331
22 C -0.854
23 N 0.856
24 O -0.582
25 O -0.435
26 H 0.297
27 H 0.341
28 H 0.337
29 C -0.440
30 N 0.957
31 O -0.582
32 O -0.477
33 H 0.084
34 H 0.157
35 H 0.314
36 C -0.486
37 C -0.527
38 C -0.646
39 C -0.417
40 C 0.493
41 C -0.568
42 H 0.405
43 H 0.413
44 H 0.406
45 H 0.485
46 H -0.115
47 H 0.636
48 C -0.857
49 C 0.219
50 C -0.886
51 C -0.493
52 C -1.124
53 C -0.842
54 H 0.333
55 H 0.732
56 H 0.563
57 H 0.464
58 H 0.847
59 H 0.974
60 C -0.148
61 C -0.539
62 C 0.256
63 C -0.355
64 C -0.516
65 C -0.597
66 H 0.364
67 H 0.322
68 H 0.044
69 H 0.442
70 H 0.364
71 H 0.358
72 C -0.601
73 C -0.212
74 C -0.178
75 C -0.579
76 C -0.530
77 C -0.527
78 H 0.467
79 H 0.438
80 H 0.462
81 H 0.367
82 H 0.431
83 H 0.390
84 C -0.881
85 O 0.116
86 C -0.807
87 C -0.627
88 O -0.321
89 C -0.799
90 H -0.006
91 H 0.462
92 H 0.427
93 H 0.366
94 H 0.520
95 H 0.328
96 H 0.438
97 H 0.354
98 H 0.256
99 H 0.316

***

[2]
Computed, not measured: 7 unconnected molecules or ions with the total composition C41H70BrClF11IN5O9P2S, with ωB97M-V/def2-TZVPD.

For the strongest force on any atom, the calculation gives 0.102 hartree/bohr. For the HOMO-LUMO gap, the calculation gives 2.85 eV.

The geometry in ORCA input format:
```
! wB97M-V def2-TZVPD RIJCOSX def2/J DEFGRID3
* xyz -1 1
C -2.849 0.995 -3.868
C -3.174 1.239 -2.358
C -2.331 0.384 -1.373
O -2.883 -0.521 -0.820
O -1.021 0.720 -1.147
C -0.104 -0.384 -1.427
C 0.833 -0.472 -0.167
C 1.912 -1.601 -0.258
O 2.938 -1.535 0.706
C 2.370 -1.774 2.026
P 2.537 -0.107 2.897
O 3.084 -0.282 4.464
Br 0.348 0.596 3.147
C 3.086 -3.015 2.689
C 2.778 -3.242 4.202
C 1.342 -2.864 4.694
C 1.417 -2.794 6.296
C 0.925 -1.425 6.872
N 2.004 -0.461 7.175
C 3.328 -0.638 7.422
C 3.897 0.673 7.707
C 2.742 1.578 7.597
C 1.548 0.860 7.250
C 2.690 -4.275 1.775
C 1.363 -5.014 2.146
C 0.099 -4.397 1.423
O -0.615 -3.447 2.245
C -1.941 -3.353 1.917
C -2.965 -3.417 3.097
O -2.321 -3.180 0.796
N 4.553 -2.832 2.409
C 5.384 -3.683 3.284
I 7.076 -4.328 2.011
C 6.091 -2.892 4.469
C 6.637 -3.916 5.535
S 2.762 -1.501 -1.922
O 1.936 -2.027 -3.007
O 3.926 -2.375 -1.797
C 3.394 0.220 -2.211
F 3.490 0.853 -0.995
F 2.538 0.979 -2.983
C 4.831 0.325 -2.883
F 5.080 -0.606 -3.810
F 5.730 0.337 -1.885
F 4.871 1.565 -3.439
H -2.932 -0.080 -4.165
H -1.869 1.429 -4.184
H -3.630 1.522 -4.483
H -4.251 1.067 -2.125
H -2.961 2.314 -2.126
H 0.431 -0.108 -2.362
H -0.642 -1.342 -1.632
H 1.239 0.543 0.033
H 0.144 -0.757 0.673
H 1.418 -2.601 -0.266
H 1.306 -2.061 1.847
H 2.637 0.427 4.979
H 3.490 -2.668 4.847
H 2.990 -4.319 4.442
H 0.978 -1.862 4.381
H 0.553 -3.616 4.484
H 2.444 -3.041 6.668
H 0.762 -3.600 6.726
H 0.439 -1.656 7.863
H 0.105 -0.962 6.265
H 3.859 -1.601 7.431
H 4.943 0.919 7.954
H 2.826 2.670 7.788
H 0.513 1.195 7.100
H 3.520 -5.028 1.869
H 2.639 -4.019 0.692
H 1.444 -6.044 1.696
H 1.170 -5.197 3.224
H -0.601 -5.265 1.269
H 0.335 -4.022 0.401
H -3.704 -4.240 2.959
H -3.563 -2.472 3.159
H -2.453 -3.544 4.084
H 4.740 -3.181 1.464
H 4.931 -4.651 3.599
H 5.454 -2.076 4.881
H 6.991 -2.420 4.003
H 6.029 -3.994 6.464
H 7.705 -3.642 5.733
H 6.666 -4.921 5.030
C -3.818 8.926 -6.754
C -4.880 8.209 -5.926
C -4.543 8.071 -4.438
C -3.185 7.503 -4.046
N -2.943 6.010 -4.202
C -3.813 5.171 -3.274
C -5.021 4.781 -4.101
C -4.496 4.648 -5.526
C -3.194 5.445 -5.592
C -1.486 5.786 -3.844
H -2.841 8.445 -6.691
H -4.106 8.934 -7.806
H -3.708 9.963 -6.428
H -5.097 7.234 -6.369
H -5.814 8.771 -6.010
H -5.349 7.542 -3.926
H -4.573 9.084 -4.021
H -3.028 7.708 -2.985
H -2.384 8.011 -4.584
H -3.242 4.283 -3.002
H -4.050 5.741 -2.377
H -5.802 5.538 -4.048
H -5.468 3.852 -3.745
H -5.229 4.997 -6.254
H -4.299 3.602 -5.765
H -3.183 6.248 -6.324
H -2.373 4.772 -5.837
H -1.325 6.133 -2.825
H -0.873 6.349 -4.546
H -1.264 4.723 -3.921
C -6.113 0.743 -6.977
C -5.505 -0.262 -6.081
N -5.034 -1.041 -5.388
H -6.509 1.571 -6.390
H -5.363 1.122 -7.670
H -6.925 0.289 -7.544
N -5.718 -4.848 -0.620
C -6.686 -4.933 -1.589
C -6.530 -3.862 -2.432
C -5.428 -3.107 -1.957
C -4.945 -3.739 -0.841
H -5.595 -5.498 0.135
H -7.396 -5.744 -1.593
H -7.140 -3.644 -3.295
H -5.030 -2.201 -2.386
H -4.118 -3.490 -0.193
O -6.971 -2.198 -5.760
H -6.855 -3.115 -6.034
H -6.113 -1.956 -5.387
Cl 7.187 2.281 -3.574
F 11.319 -2.189 4.476
P 10.394 -1.271 5.452
F 9.252 -1.336 6.618
F 10.397 -0.174 4.252
F 9.117 -1.939 4.681
F 10.922 0.081 6.197
F 11.347 -2.083 6.499
*
```

Mulliken population analysis, charges in e, atoms 1 to 99:
1 C -0.566
2 C 0.060
3 C 0.251
4 O -0.442
5 O -0.366
6 C -0.616
7 C -0.141
8 C 0.700
9 O -0.290
10 C 0.404
11 P -0.226
12 O -0.095
13 Br -0.350
14 C 2.450
15 C -2.161
16 C 1.309
17 C -1.240
18 C -0.828
19 N 0.370
20 C -0.035
21 C -0.699
22 C -0.506
23 C -0.604
24 C -0.823
25 C -1.066
26 C -0.485
27 O -0.245
28 C 0.689
29 C -1.291
30 O -0.572
31 N -0.148
32 C -1.391
33 I 0.046
34 C 0.431
35 C -1.131
36 S 1.171
37 O -0.699
38 O -0.657
39 C 0.600
40 F -0.242
41 F -0.322
42 C 0.669
43 F -0.218
44 F -0.168
45 F -0.235
46 H 0.403
47 H 0.288
48 H -0.179
49 H 0.277
50 H -0.076
51 H 0.186
52 H 0.434
53 H 0.201
54 H 0.113
55 H -0.736
56 H -0.741
57 H 0.198
58 H -0.316
59 H 0.744
60 H -0.605
61 H 0.218
62 H 0.420
63 H 0.482
64 H 0.285
65 H 0.446
66 H 0.372
67 H 0.446
68 H 0.358
69 H 0.336
70 H 0.614
71 H 0.165
72 H 0.535
73 H 0.326
74 H 0.695
75 H 0.142
76 H 0.324
77 H 0.342
78 H 0.298
79 H 0.348
80 H 0.649
81 H 0.086
82 H 0.521
83 H 0.263
84 H 0.265
85 H 0.321
86 C -1.353
87 C -0.125
88 C -0.632
89 C -0.888
90 N 0.412
91 C -0.755
92 C -0.578
93 C -0.275
94 C -0.762
95 C -1.142
96 H 0.319
97 H 0.376
98 H 0.367
99 H 0.039

***

[3]
Computed, not measured: 6 unconnected molecules or ions with the total composition C41H70Cl2F3IN4O9PS2, with ωB97M-V/def2-TZVPD.

For the strongest force on any atom, the calculation gives 0.131 hartree/bohr. For the HOMO-LUMO gap, the calculation gives 6.48 eV.

The geometry in ORCA input format:
```
! wB97M-V def2-TZVPD RIJCOSX def2/J DEFGRID3
* xyz 1 1
C -6.306 -3.222 3.187
C -5.171 -4.371 3.086
C -3.729 -3.714 3.355
I -2.659 -5.201 4.615
N -2.953 -3.244 2.232
C -1.520 -3.397 2.207
N -0.705 -2.688 3.005
C 0.795 -2.766 2.951
C 1.493 -1.399 2.484
C 3.005 -1.590 1.932
S 3.802 0.119 1.974
C -1.214 -1.711 4.031
C -0.958 -2.206 5.553
C -0.155 -1.164 6.445
F 1.231 -1.066 6.091
F -0.734 0.122 6.523
F -0.146 -1.666 7.791
N -0.988 -4.297 1.192
P -0.411 -5.863 1.730
O 0.363 -5.881 3.248
O -1.477 -7.167 1.477
C -1.639 -4.247 -0.132
C -0.522 -3.624 -1.132
Cl 0.456 -2.149 -0.593
C -0.221 -4.125 -2.416
C -0.994 -5.356 -3.064
Cl 1.092 -3.362 -3.458
C -3.083 -3.592 -0.264
C -3.143 -2.724 -1.645
N -4.533 -2.232 -1.952
S -4.280 -5.016 -0.626
C -6.060 -4.564 -0.443
O -4.032 -6.221 0.241
O -4.119 -5.497 -2.070
C -3.581 -2.719 1.019
C -3.095 -1.153 0.915
C -4.288 -0.160 0.441
C -4.059 1.307 1.091
C -4.076 1.585 2.617
C -3.799 3.036 3.115
C -3.504 4.194 2.137
C -3.489 3.952 0.583
C -3.768 2.508 0.119
H -7.243 -3.714 3.645
H -6.022 -2.385 3.933
H -6.524 -2.692 2.198
H -5.242 -5.022 2.156
H -5.372 -5.074 3.980
H -3.926 -2.840 4.093
H 1.180 -2.982 4.021
H 1.200 -3.604 2.300
H 0.846 -0.776 1.756
H 1.596 -0.739 3.425
H 3.634 -2.289 2.576
H 2.968 -1.881 0.831
H 2.777 0.995 2.396
H -2.323 -1.490 3.940
H -0.680 -0.688 3.948
H -1.987 -2.415 6.034
H -0.425 -3.227 5.548
H 1.320 -5.643 3.170
H -0.919 -7.979 1.575
H -1.727 -5.349 -0.485
H -1.243 -6.203 -2.341
H -0.331 -5.825 -3.884
H -1.975 -5.031 -3.577
H -2.469 -1.808 -1.633
H -2.827 -3.349 -2.558
H -4.941 -2.989 -2.536
H -4.485 -1.357 -2.507
H -6.342 -4.066 0.541
H -6.659 -5.542 -0.579
H -6.434 -3.866 -1.279
H -4.719 -2.650 0.999
H -2.135 -1.031 0.313
H -2.838 -0.803 1.988
H -4.113 0.001 -0.689
H -5.328 -0.580 0.653
H -4.274 0.752 3.384
H -3.797 3.267 4.242
H -3.302 5.268 2.475
H -3.265 4.788 -0.172
H -3.734 2.287 -1.011
C 8.253 1.221 -1.664
C 7.357 0.503 -0.690
O 7.134 -0.689 -0.797
C 6.746 1.317 0.420
H 8.621 0.512 -2.408
H 7.693 2.007 -2.176
H 9.108 1.650 -1.136
H 6.118 2.106 0.000
H 7.534 1.749 1.041
H 6.124 0.669 1.042
C 0.754 4.254 1.498
C 0.826 3.221 2.588
O 1.553 2.245 2.489
C -0.032 3.436 3.805
H 1.424 3.969 0.684
H -0.265 4.312 1.108
H 1.067 5.226 1.885
H -1.086 3.458 3.517
H 0.246 4.371 4.295
H 0.123 2.613 4.508
C 3.261 -0.254 -4.477
C 2.542 1.048 -4.708
O 2.429 1.874 -3.820
C 1.969 1.291 -6.079
H 3.621 -0.290 -3.447
H 2.577 -1.090 -4.640
H 4.118 -0.329 -5.150
H 1.228 0.523 -6.313
H 2.768 1.283 -6.823
H 1.480 2.267 -6.100
C 4.390 4.122 -4.462
C 5.610 4.791 -3.888
O 6.714 4.620 -4.375
C 5.413 5.678 -2.689
H 4.681 3.514 -5.322
H 3.936 3.474 -3.713
H 3.674 4.878 -4.794
H 5.002 5.097 -1.860
H 4.743 6.502 -2.944
H 6.376 6.092 -2.383
C 2.056 8.068 -6.071
C 3.042 8.396 -4.981
O 3.239 7.630 -4.055
C 3.774 9.707 -5.081
H 1.604 7.095 -5.869
H 1.267 8.822 -6.097
H 2.568 8.024 -7.034
H 3.061 10.534 -5.063
H 4.363 9.735 -6.000
H 4.450 9.810 -4.229
*
```

Mulliken population analysis, charges in e, atoms 1 to 99:
1 C -1.046
2 C -0.332
3 C -0.638
4 I 0.063
5 N 2.655
6 C -3.667
7 N 1.858
8 C -0.958
9 C -1.191
10 C -0.548
11 S -0.247
12 C 0.427
13 C -1.145
14 C 0.693
15 F -0.238
16 F -0.244
17 F -0.283
18 N 1.341
19 P -0.464
20 O -0.427
21 O -0.278
22 C -1.690
23 C -0.162
24 Cl -0.158
25 C 0.195
26 C -0.878
27 Cl -0.155
28 C 1.894
29 C -1.343
30 N -0.488
31 S 1.339
32 C -0.652
33 O -0.657
34 O -0.727
35 C -0.841
36 C -0.385
37 C -0.022
38 C 0.170
39 C -0.160
40 C -0.557
41 C -0.411
42 C -0.586
43 C -0.379
44 H 0.362
45 H 0.311
46 H 0.217
47 H 0.167
48 H 0.578
49 H 0.457
50 H 0.328
51 H 0.477
52 H 0.484
53 H 0.579
54 H 0.382
55 H 0.285
56 H 0.262
57 H -0.329
58 H 0.472
59 H 0.402
60 H 0.364
61 H 0.366
62 H 0.367
63 H 0.793
64 H 0.235
65 H 0.414
66 H 0.262
67 H 0.560
68 H 0.268
69 H 0.347
70 H 0.274
71 H 0.095
72 H 0.425
73 H 0.284
74 H 0.035
75 H 0.218
76 H -0.210
77 H 0.059
78 H 0.262
79 H 0.323
80 H 0.365
81 H 0.334
82 H 0.375
83 H 0.191
84 C -0.954
85 C 0.777
86 O -0.585
87 C -0.474
88 H 0.296
89 H 0.160
90 H 0.329
91 H 0.255
92 H 0.364
93 H -0.151
94 C -1.016
95 C 0.693
96 O -0.624
97 C -0.537
98 H 0.301
99 H 0.188